A 2-piece molecular cluster, C4H6ClNS overall at a distorted geometry, computed with ωB97M-V with the def2-TZVPD basis set.

Properties
**Energy relative to the best compared isomer or geometry (same formula, charge and spin)**: 87.7 kcal per mole
**SMILES string**: C/C(Cl)=[NH+]\[S-].C#C
**Highest occupied orbital energy (spin up / spin down)**: -7.9 / -7.9 eV
**Gap between HOMO and LUMO (spin up / spin down)**: 8.03 / 8.03 eV
**E_tot**: -1068.99888 a.u.

The geometry in ORCA input format:
```
! RIJCOSX wB97M-V def2-TZVPD def2/J DEFGRID3
* xyz 0 1
C 0.71 -1.97 1.00
C 0.03 -1.72 1.97
C -0.49 0.79 -0.25
C -0.70 0.85 -1.72
N 0.67 0.91 0.37
S 2.20 1.12 -0.20
Cl -1.86 0.70 0.80
H 1.12 -1.88 0.09
H -0.45 -1.87 2.93
H -0.74 -0.25 -2.03
H 0.34 1.27 -2.03
H -1.39 1.52 -2.31
H 0.57 0.54 1.38
*
```

These are the natural (NBO) partial charges, in e, on atoms 1 to 2:
1 C -0.19
2 C -0.28